Entry 1:
Density functional theory data (the ωB97M-V functional and the def2-TZVPD basis) for C4H5F3KO2 as an isolated structure in a non-equilibrium geometry.

The spin multiplicity is 2. The HOMO energy (alpha / beta) comes out at -21.2 / -21.1 eV. As for the net charge: +2.

Each line ends with the Löwdin charge.
Positions of all 15 atoms, in Å:
1 K -36.713 -1.146 3.915  1.018
2 C -36.847 3.464 5.755  0.061
3 C -37.012 2.425 6.904  -0.016
4 O -35.796 1.890 7.465  0.209
5 C -35.119 0.904 6.863  -0.197
6 O -35.555 0.155 5.949  0.092
7 C -33.790 0.702 7.596  -0.506
8 F -33.639 -0.475 8.167  0.253
9 F -32.812 0.963 6.723  0.202
10 F -33.588 1.737 8.481  0.166
11 H -36.505 4.372 6.251  0.136
12 H -37.741 3.815 5.240  0.120
13 H -36.185 3.290 4.907  0.109
14 H -37.488 1.510 6.553  0.182
15 H -37.631 2.803 7.718  0.170

Entry 2:
Density functional theory data (the ωB97M-V functional and the def2-TZVPD basis) for C4H8O as an isolated structure.

The HOMO energy comes out at -8.0 eV.

Each line ends with the Löwdin charge.
Positions of all 13 atoms, in Å:
1 C -1.285 -0.901 -0.029  -0.091
2 C -0.031 -0.334 0.585  -0.292
3 C 1.201 -0.465 -0.054  0.063
4 O 1.053 1.206 -1.241  -0.192
5 C 0.367 1.369 -0.149  -0.305
6 H -2.171 -0.359 0.319  0.076
7 H -1.427 -1.959 0.222  0.075
8 H -1.247 -0.810 -1.121  0.088
9 H -0.031 -0.145 1.656  0.125
10 H 1.302 -0.977 -1.005  0.117
11 H 2.128 -0.246 0.468  0.118
12 H 0.871 1.766 0.757  0.103
13 H -0.662 1.792 -0.212  0.114

Entry 3:
Density functional theory data (the ωB97M-V functional and the def2-TZVPD basis) for C4H8O2 as an isolated structure in a non-equilibrium geometry.

The HOMO energy comes out at -9.3 eV.

Each line ends with the Löwdin charge.
Positions of all 14 atoms, in Å:
1 C -1.504 0.676 -0.023  -0.035
2 C -0.087 0.681 -0.541  -0.114
3 O 1.184 1.259 0.571  -0.114
4 C 1.368 -0.109 0.720  -0.252
5 C 0.661 -0.629 -0.594  -0.327
6 O -0.024 -1.849 -0.477  -0.017
7 H -1.667 -0.066 0.766  0.079
8 H -1.717 1.668 0.373  0.088
9 H -2.243 0.456 -0.813  0.101
10 H 0.168 1.446 -1.241  0.125
11 H 0.693 -0.514 1.490  0.111
12 H 2.389 -0.470 0.889  0.119
13 H 1.325 -0.716 -1.459  0.153
14 H -0.545 -1.833 0.339  0.082

We obtain electronic energy values of -1204.68049, -232.29334, -307.59704 hartree for the records listed above, in that order.